Density functional theory data (ωB97M-V/def2-TZVPD) for a structure of composition C58H71ClFGeN4O6PbSb.

Summary:
Expectation value of S²: 0.75
HOMO energy (spin up / spin down) in eV: -9.222 / -9.218
Max |F| in eV Å⁻¹: 0.97

```
! RIJCOSX wB97M-V def2-TZVPD def2/J DEFGRID3
* xyz 1 2
Pb -0.18 0.79 0.92
C 4.60 0.13 -5.91
C 4.39 1.19 -5.03
C 4.29 0.94 -3.67
C 4.42 -0.36 -3.16
C 4.64 -1.40 -4.06
C 4.72 -1.16 -5.42
Ge 4.42 -0.69 -1.24
C 5.29 -2.35 -0.76
C 6.35 -2.38 0.14
C 6.92 -3.58 0.52
C 6.42 -4.78 0.01
C 5.35 -4.76 -0.87
C 4.79 -3.55 -1.26
C 4.93 0.92 -0.29
C 4.46 1.22 0.99
C 4.83 2.40 1.62
C 5.67 3.30 0.98
C 6.17 3.00 -0.28
C 5.80 1.82 -0.91
H 4.68 0.32 -6.97
H 4.32 2.20 -5.40
H 4.11 1.77 -2.99
H 4.78 -2.41 -3.69
H 4.90 -1.98 -6.11
H 6.74 -1.45 0.54
H 7.75 -3.60 1.22
H 6.86 -5.72 0.31
H 4.96 -5.69 -1.27
H 3.94 -3.55 -1.94
H 3.82 0.51 1.50
H 4.46 2.62 2.61
H 5.95 4.22 1.47
H 6.85 3.68 -0.77
H 6.22 1.59 -1.88
C -3.91 -2.94 -0.28
C -3.29 -2.70 1.07
C -3.83 -3.30 2.20
C -3.25 -3.08 3.44
C -3.82 -3.74 4.67
C -2.15 -2.24 3.56
C -1.57 -1.59 2.45
C -2.17 -1.89 1.20
N -0.50 -0.72 2.52
C 0.29 -0.55 3.75
C 1.45 0.40 3.40
C 2.37 0.65 4.60
C 2.98 -0.70 5.04
C 1.84 -1.65 5.40
C 1.02 -1.06 6.56
C 0.44 0.29 6.13
C 1.57 1.25 5.75
C -0.48 0.10 4.91
C 0.94 -1.87 4.18
H -4.82 -3.53 -0.19
H -3.22 -3.48 -0.94
H -4.18 -2.00 -0.76
H -4.70 -3.94 2.10
H -4.72 -4.30 4.44
H -4.06 -2.99 5.44
H -3.09 -4.42 5.11
H -1.75 -2.09 4.55
H -1.74 -1.46 0.29
H 1.05 1.37 3.07
H 2.03 -0.05 2.58
H 3.17 1.33 4.30
H 3.63 -0.54 5.90
H 3.58 -1.12 4.23
H 2.26 -2.61 5.71
H 1.66 -0.93 7.43
H 0.21 -1.74 6.84
H -0.14 0.72 6.95
H 2.23 1.42 6.61
H 1.16 2.22 5.46
H -0.84 1.08 4.57
H -1.34 -0.50 5.20
H 0.18 -2.63 4.41
H 1.54 -2.25 3.35
Cl 1.46 5.33 -4.05
C 1.35 3.64 -3.71
C 1.41 2.71 -4.72
C 1.32 1.37 -4.39
C 1.18 1.02 -3.06
N 1.11 1.93 -2.07
C 1.20 3.21 -2.39
H 1.52 3.03 -5.75
H 1.39 0.60 -5.15
H 1.15 -0.02 -2.74
H 1.16 3.93 -1.58
C -2.87 3.83 -4.50
C -2.88 2.33 -4.78
C -2.01 1.98 -5.98
Sb -2.25 1.21 -3.01
C -3.87 1.51 -1.57
C -5.21 1.18 -2.21
C -3.79 2.93 -1.03
C -2.42 -0.88 -3.65
C -1.13 -1.37 -4.32
C -3.64 -1.04 -4.55
H -3.28 4.36 -5.36
H -1.86 4.20 -4.34
H -3.48 4.11 -3.64
H -3.90 1.97 -4.94
H -0.98 2.29 -5.82
H -2.38 2.52 -6.85
H -2.02 0.92 -6.22
H -3.63 0.81 -0.77
H -5.38 1.70 -3.15
H -6.00 1.51 -1.52
H -5.35 0.11 -2.37
H -4.02 3.68 -1.79
H -2.82 3.16 -0.60
H -4.53 3.05 -0.23
H -2.55 -1.41 -2.72
H -0.91 -0.81 -5.23
H -1.26 -2.41 -4.62
H -0.27 -1.31 -3.66
H -3.57 -0.42 -5.45
H -4.57 -0.80 -4.05
H -3.69 -2.08 -4.87
F -6.43 -1.20 1.40
C -6.18 0.08 1.69
C -5.06 0.45 2.33
N -4.79 1.78 2.62
C -3.50 2.18 3.14
C -2.35 1.87 2.21
O -2.54 1.10 1.23
O -1.21 2.33 2.48
C -5.67 2.79 2.27
O -5.45 3.97 2.45
N -6.83 2.35 1.65
C -7.17 1.05 1.26
O -8.17 0.83 0.62
H -4.32 -0.28 2.63
H -3.29 1.68 4.09
H -3.53 3.25 3.32
H -7.48 3.08 1.39
C 1.14 -2.74 0.03
C 2.31 -1.80 0.16
O 2.92 -1.67 1.19
O 2.61 -1.15 -0.97
H 1.54 -3.76 0.07
H 0.61 -2.61 -0.91
H 0.47 -2.62 0.88
*
```

Atom charges from the Mulliken analysis, given in e for atoms 1 to 6: atom 1 (Pb): 0.429, atom 2 (C): -0.796, atom 3 (C): -0.845, atom 4 (C): 0.496, atom 5 (C): -0.023, atom 6 (C): -0.591